# 1
A molecular structure, C70H64CaGe2N3O2S4, computed with ωB97M-V/def2-TZVPD.

Geometry as ORCA input:
```
! RIJCOSX wB97M-V def2-TZVPD def2/J DEFGRID3
* xyz -1 1
C 4.124 -4.530 -1.969
C -0.889 4.382 4.864
C -3.142 -1.616 -0.942
C -1.114 4.240 -0.083
O 2.694 3.699 0.786
N 1.064 6.368 -0.407
H 5.836 -2.086 3.300
C -3.648 2.856 -2.371
H 0.165 -2.970 -5.180
C 4.335 -4.914 0.378
H 0.582 -5.922 2.384
C -4.121 -2.066 2.290
H -2.500 4.366 -5.092
C 2.693 -2.778 -2.935
H 2.613 0.900 3.095
C 1.966 1.987 4.859
H -5.325 -4.205 -0.671
H -3.321 -4.047 3.957
C -3.156 -3.664 0.600
H 2.560 -2.594 6.749
C 1.734 -2.682 6.041
Ge -1.410 -0.872 -0.214
C -2.279 1.848 -4.041
H 5.382 -6.042 -1.116
C 1.723 -1.503 -5.231
C 2.144 9.894 -0.084
H 2.688 1.529 5.521
C 3.439 7.774 0.050
C -2.798 2.995 -3.459
C 0.139 3.483 4.437
C -3.831 -0.875 -1.917
C -4.918 1.501 -0.691
H 4.355 8.327 0.223
C -5.555 -2.566 -2.035
S 2.855 -0.010 0.526
H -5.050 -1.941 1.730
H 3.403 -0.196 -5.006
C -2.018 -0.634 -4.243
H -4.341 -2.021 3.356
H -3.475 -1.219 2.040
C -2.416 5.298 1.607
H -1.604 -6.042 4.500
C 3.877 -2.871 2.904
H 1.983 -0.628 -7.180
C 0.274 3.169 3.069
H -1.738 -0.395 -5.270
H 5.750 -3.148 1.880
C -1.724 4.955 3.971
C 1.074 -2.610 -4.709
C 3.425 6.414 0.003
C 5.223 -2.380 2.447
H 5.097 -1.517 1.793
C 4.666 -1.185 -2.858
H -3.225 5.942 1.931
C 2.839 -3.179 -0.421
H 0.387 -1.348 -6.914
S 0.218 -1.093 -1.806
C 3.426 -3.894 0.644
C 0.939 10.520 -0.238
H -1.623 -6.650 1.031
H 1.018 -3.409 6.425
C -2.072 -5.106 -1.151
C 3.058 -3.643 2.067
C -4.907 -3.276 -1.042
H 4.050 -1.961 4.830
H -1.633 1.935 -4.910
C 3.386 -1.684 -3.471
H 1.744 -5.757 1.051
C 2.205 4.220 -0.242
H 4.452 -0.554 -1.993
H 1.232 -1.712 5.989
H -5.315 2.481 -0.423
C -1.577 4.712 2.570
C 1.110 -5.210 1.747
O 1.720 3.589 -1.209
H -1.523 -4.250 -1.552
N 1.141 2.236 2.635
H 0.573 -4.372 4.247
H -1.640 -7.343 3.298
H -6.476 -2.940 -2.468
C 1.192 -0.784 -6.444
C -2.472 -4.838 0.275
C 2.229 -3.079 4.676
C 1.954 1.663 3.495
H 0.364 -4.662 1.169
Ge 1.568 -1.643 -0.060
H 0.981 3.121 6.386
H -1.179 10.284 -0.534
C 1.037 2.878 5.331
H -1.437 -5.990 -1.219
H -3.123 -6.854 4.127
H 5.231 -0.594 -3.580
C 1.499 -3.943 3.875
C -2.196 5.049 0.279
C 2.879 -1.058 -4.604
C 1.909 -4.249 2.583
H 4.388 -4.771 -2.993
H 3.052 10.467 0.067
H -4.379 1.099 0.169
H 0.881 11.601 -0.214
H -2.831 5.473 -0.487
H -2.516 5.617 4.301
C -3.099 -4.278 2.920
C 2.228 8.485 -0.120
H -1.126 -0.994 -3.728
H -1.434 4.637 -3.708
H 0.803 0.197 -6.162
C -5.019 -1.365 -2.460
C 2.201 5.744 -0.248
H -0.984 4.584 5.925
H -2.739 -1.453 -4.253
H -3.133 5.117 -3.623
C 3.225 -3.492 -1.735
H -2.948 -5.257 -1.786
H -5.525 -0.775 -3.216
C 1.541 -3.251 -3.568
C 3.433 -2.585 4.189
N -0.334 3.656 0.801
H 4.762 -5.463 1.211
C 0.788 -4.434 -3.019
C -2.153 -5.736 1.286
C -2.449 4.357 -4.002
S -0.215 -2.152 1.268
Ca 1.214 2.050 0.260
H -1.071 7.796 -0.618
H 4.320 5.826 0.155
C -0.184 8.399 -0.472
C 1.051 7.724 -0.330
C -3.973 1.609 -1.855
C -3.711 -2.813 -0.491
H 1.204 -5.370 -3.405
C -0.558 3.858 2.110
H 0.847 -4.467 -1.931
H -5.752 0.831 -0.910
C -2.480 -5.482 2.609
C -0.236 9.764 -0.426
H 5.287 -2.011 -2.509
S -1.664 1.086 0.581
H -0.261 -4.384 -3.312
C -2.575 0.581 -3.550
H -4.080 3.742 -1.915
C -3.403 0.464 -2.427
H -0.872 4.049 -1.121
C 4.681 -5.238 -0.921
C -3.447 -3.364 1.934
C -2.189 -6.488 3.692
*
```

Largest force on an atom   2.7 eV/A
HOMO-LUMO gap   6.831 eV
E_LUMO   2.0333 eV
HOMO energy   -4.798 eV
Relative energy (zero: lowest compared OMol25 entry of this formula, charge and spin)   28.7 kcal/mol



# 2
12 unconnected molecules or ions with the total composition C70H82N12O7P2S2, computed with ωB97M-V/def2-TZVPD.

Geometry as ORCA input:
```
! RIJCOSX wB97M-V def2-TZVPD def2/J DEFGRID3
* xyz 0 1
H -0.655 0.694 -4.698
C -0.614 -4.522 1.247
H 9.136 9.749 -7.869
H 0.046 -7.951 0.456
H 1.356 -5.601 2.577
H 2.732 -10.271 0.298
H 4.954 9.031 -2.140
N 4.180 5.045 -3.715
N 6.597 7.943 -1.330
H 1.327 1.631 -6.166
H 3.091 -5.405 5.834
C 5.838 9.062 -1.527
H 4.441 2.955 -4.018
C -2.306 -0.229 -5.902
H 4.616 7.109 -3.427
H 6.375 7.128 -6.122
H 6.340 -8.424 -0.769
C -9.070 -4.708 0.614
H 3.051 9.276 -3.653
H 3.186 2.816 -7.352
C -3.928 5.791 5.557
C 7.653 8.247 -0.517
C 2.876 -7.017 4.513
H 9.229 7.370 -9.177
H 1.183 -4.131 5.219
H 2.295 0.946 2.652
H 8.373 7.496 -0.242
C 1.871 0.278 3.393
H 0.047 9.778 -0.784
H -10.925 -5.612 1.323
H -2.559 -6.457 2.748
H -1.970 -0.156 -6.922
C 1.657 -4.769 3.196
C 1.156 -3.433 2.711
H 4.669 -9.029 1.275
H 0.306 -5.561 4.684
C 0.107 -3.331 1.797
H -4.298 -1.003 -3.546
H -4.317 -1.368 1.174
H 7.414 5.776 -7.953
C 7.567 9.575 -0.189
H -4.755 -3.054 3.087
H -0.097 0.732 -0.110
C -2.864 -5.529 0.790
H 6.044 11.105 -0.786
H 7.075 3.587 -4.002
C -2.858 4.899 7.309
C -3.690 -2.772 -0.327
H 3.176 5.077 -3.691
H 2.205 6.951 -3.246
H 0.593 -11.616 2.700
C 0.603 3.497 -5.496
H 2.856 5.461 -6.879
H -6.464 -0.855 0.052
O 0.772 0.914 4.104
C 0.830 7.945 -1.805
H -0.799 2.956 5.281
H -8.358 -4.756 1.420
C -10.371 -5.131 0.536
C 4.579 -9.247 0.225
H -0.980 2.778 3.539
H 2.626 0.064 4.130
N 2.315 9.067 -3.003
N 1.433 2.628 -6.150
P 3.169 -2.294 4.363
C -5.234 -3.051 -2.182
S -2.200 1.118 1.674
C -3.321 -5.905 2.210
H -3.357 7.856 5.956
C -0.314 -2.076 1.344
C 6.244 4.261 -3.882
H 5.172 -9.432 -3.005
C 7.686 6.797 -7.746
C -2.006 -4.306 0.746
H -2.275 -6.376 0.446
H 3.491 -3.620 4.633
C 6.305 5.666 -3.681
H -6.714 0.363 2.620
C 2.236 4.655 -6.524
C -1.620 0.216 -4.738
C -2.390 -3.115 0.279
C 3.620 -10.076 -1.611
C 0.956 2.249 4.285
H -0.248 3.139 -4.942
C 6.412 10.093 -0.831
C -0.603 -10.009 0.139
H 4.224 -7.325 3.257
C -3.491 -0.775 -5.487
H 1.798 -6.503 6.215
H -5.462 -3.501 -3.137
N -3.543 -0.678 -4.123
H 7.269 9.459 -5.930
N -3.640 4.624 6.220
H -3.946 3.706 5.955
H -0.750 -12.058 0.634
O -0.176 -5.641 1.157
H -11.820 -5.006 -1.168
C 2.271 -5.974 5.396
O 4.031 -6.663 3.937
C 0.616 -9.510 1.962
H 1.897 11.038 -2.305
H 6.408 7.034 -1.720
C -5.770 -1.561 -0.380
C 4.920 3.912 -3.894
C 0.334 -10.852 1.987
C -10.839 -4.813 -0.768
C -6.650 1.287 3.170
C -7.726 2.005 3.764
C 0.269 -0.901 1.841
C -6.120 -2.152 -1.594
C 1.294 -0.986 2.797
H -2.265 0.095 -2.604
H -4.537 5.797 4.668
H 2.692 -1.788 5.588
P -0.330 0.745 1.267
C -7.197 3.119 4.357
H -7.661 3.919 4.908
C 0.726 9.326 -1.486
C -3.320 6.816 6.230
C -2.640 6.249 7.341
O -1.496 -1.104 -0.456
C -4.032 -3.354 -1.551
H -7.054 -1.923 -2.083
H 8.255 10.113 0.441
H -1.167 -10.033 -0.778
H 0.245 7.140 -1.393
O 2.395 -8.102 4.338
H -3.350 -4.051 -2.014
C 4.794 -9.483 -1.998
H -5.197 3.792 4.462
C 5.012 6.119 -3.580
N 3.500 -9.930 -0.258
C -9.807 -4.209 -1.435
C 1.752 -2.248 3.196
C -5.503 1.991 3.420
H -9.745 -3.817 -2.436
C 1.273 -5.064 4.665
C 0.021 -8.975 0.787
N -5.844 3.099 4.144
H 1.184 -8.976 2.705
H -4.477 1.808 3.149
H 2.864 -10.587 -2.181
H -4.297 -1.222 -6.043
C 1.653 9.992 -2.243
N 7.087 7.492 -6.732
N -0.406 -11.147 0.874
N -4.859 -4.008 2.775
H -3.719 -5.473 0.126
H 0.638 5.673 -5.321
C -4.567 -1.854 0.242
H -2.525 4.112 7.964
C 7.609 8.755 -6.670
C -1.402 -2.015 0.325
O 2.046 2.723 4.385
C 1.076 4.766 -5.707
H -0.020 4.107 4.186
C -2.410 -0.074 -3.658
H -8.768 1.733 3.756
H -4.186 -6.567 2.138
H 0.547 1.712 1.764
H -7.837 -3.762 -0.815
N -8.735 -4.152 -0.589
C -0.290 3.069 4.328
C 1.818 7.818 -2.742
S 4.770 -1.397 3.697
C 8.548 8.871 -7.660
H -2.059 6.775 8.080
C -3.713 -4.759 3.099
H 2.743 -4.739 3.137
C 2.429 3.325 -6.781
C 8.597 7.626 -8.344
O -3.052 -4.506 4.077
H 7.195 6.273 -3.621
H -5.715 -4.419 3.121
C 5.405 -8.955 -0.829
*
```

Largest force on an atom   1.4 eV/A
HOMO-LUMO gap   6.257 eV
E_LUMO   -1.8455 eV
SMILES   CC(=O)OCc1c([PH2]=S)c(CCCC(=O)O)c2c(c1[PH2]=S)C(=O)C(c1ccccc1)=C(CCC(N)=O)C2=O.c1cc[nH]c1.c1cc[nH]c1.c1cc[nH]c1.c1cc[nH]c1.c1cc[nH]c1.c1cc[nH]c1.c1cc[nH]c1.c1cc[nH]c1.c1cc[nH]c1.c1cc[nH]c1.c1cc[nH]c1
HOMO energy   -8.103 eV
Relative energy (zero: lowest compared OMol25 entry of this formula, charge and spin)   0.0 kcal/mol